DFT (ωB97M-V/def2-TZVPD) results for a cluster of 14 separate species, C2H31O14 in total.

```
! RIJCOSX wB97M-V def2-TZVPD def2/J DEFGRID3
* xyz -1 1
O -37.979 -10.234 0.414
O -33.260 -11.807 0.139
O -35.722 -12.588 1.522
O -34.324 -10.498 -4.293
O -37.123 -12.242 -2.933
O -34.887 -6.236 -1.355
O -33.697 -9.436 2.262
O -32.578 -6.898 1.470
O -35.270 -14.607 -0.869
O -32.900 -13.814 -2.874
O -30.672 -12.365 -2.616
O -30.671 -12.734 0.047
O -32.864 -15.130 1.046
O -32.483 -12.990 2.639
C -33.932 -11.021 -0.852
C -33.657 -9.481 -1.127
H -38.439 -10.293 1.250
H -32.409 -6.182 2.082
H -32.981 -14.285 1.480
H -34.726 -13.861 -0.615
H -32.790 -12.698 1.781
H -34.912 -10.510 -3.537
H -33.835 -9.983 1.489
H -32.695 -6.467 0.624
H -33.807 -8.876 -0.233
H -31.426 -12.156 0.157
H -33.335 -15.041 0.217
H -33.184 -12.903 -2.793
H -36.049 -14.534 -0.318
H -33.301 -8.633 1.921
H -34.908 -10.513 -5.051
H -32.598 -9.441 -1.385
H -34.248 -9.057 -1.938
H -36.519 -12.909 -2.604
H -34.962 -11.349 -0.716
H -35.516 -12.661 2.453
H -34.076 -5.781 -1.127
H -32.063 -12.218 3.019
H -37.121 -10.622 0.584
H -30.752 -12.526 -1.676
H -31.391 -12.861 -3.007
H -33.692 -11.464 -1.818
H -34.603 -7.104 -1.642
H -33.494 -14.193 -3.522
H -30.795 -13.419 0.704
H -34.912 -12.273 1.120
H -36.868 -12.120 -3.848
*
```

The molecular weight comes out at 279.26 g mol⁻¹. The value obtained for the HOMO energy is -5.30 eV. The max |F| is 1.92 eV/A. As for the LUMO energy: 2.13 eV. For the HOMO-LUMO gap, the calculation gives 7.44 eV. As for the relative energy (zero: lowest compared OMol25 entry of this formula, charge and spin): 1.404 eV.

Atomic partial charges in e from the natural (NBO) method, atoms 1 to 2:
1 O -0.95
2 O -1.05

***

DFT (ωB97M-V/def2-TZVPD) results for a structure of composition C12H21Br5CaCl4F7N4NaO7PS2.

```
! RIJCOSX wB97M-V def2-TZVPD def2/J DEFGRID3
* xyz -1 1
Br 7.359 3.277 -1.937
Br -6.035 -1.670 1.788
Br -1.452 -1.196 -5.351
Br -8.041 0.439 0.406
Br -4.907 0.470 -0.340
Ca -4.252 0.642 -3.772
Cl 5.255 -1.524 1.194
Cl 7.501 -1.559 -0.655
Cl 7.961 -1.887 2.198
Cl 6.677 -4.010 0.678
S -3.859 -5.254 3.107
S -1.830 -6.083 4.569
P -0.275 -0.929 -1.938
Na -1.641 5.840 -3.112
F 5.648 -3.916 -1.289
F -1.332 -4.481 6.638
F -6.166 -4.035 2.518
F -0.287 -6.398 6.732
F -6.061 -4.839 4.547
F -2.428 -6.291 7.157
F -4.971 -3.022 4.041
O -1.944 -7.538 4.441
O -0.822 -1.252 -0.455
O -4.417 -6.526 2.640
O -5.330 5.000 -2.155
O -3.180 -4.467 2.075
O -0.696 -5.492 3.853
O 2.796 3.600 1.542
N -0.651 0.789 -2.233
N 5.004 0.301 -1.784
N -0.301 3.103 -1.959
N -3.186 -5.264 4.542
C -5.315 -4.255 3.561
C -6.231 0.115 1.040
C -1.731 1.478 -3.038
C 3.251 4.023 -1.652
C 4.752 1.731 -1.282
C 0.511 4.273 -1.383
C 1.838 4.402 -2.392
C -1.450 -5.808 6.332
C 6.848 -2.245 0.854
C 0.298 1.770 -1.525
C 3.915 2.655 -2.347
C -1.531 3.093 -2.839
H -6.045 0.824 1.852
H 3.103 1.968 -2.839
H 1.711 3.623 -3.285
H 0.835 4.014 -0.266
H -2.552 0.946 -3.680
H -5.783 4.319 -1.635
H -0.127 5.254 -1.344
H 4.657 3.007 -3.192
H 4.271 0.004 -2.464
H 5.009 -0.323 -0.926
H -5.511 5.821 -1.673
H 3.160 3.845 -0.497
H 5.824 2.217 -1.139
H 4.188 1.653 -0.250
H 1.799 5.473 -2.869
H -1.030 -1.764 -2.851
H 1.162 -1.217 -2.032
H 4.012 4.892 -1.916
H 2.921 2.835 2.074
H 1.234 1.535 -0.847
H -2.129 4.019 -3.233
*
```

The molecular weight comes out at 1165.82 g mol⁻¹. The value obtained for the HOMO energy is -4.76 eV. The max |F| is 7.81 eV/A. As for the LUMO energy: -3.31 eV. For the HOMO-LUMO gap, the calculation gives 1.44 eV.

Atomic partial charges in e from the natural (NBO) method, atoms 1 to 2:
1 Br -0.42
2 Br 0.19

***

DFT (ωB97M-V/def2-TZVPD) results for a cluster of 2 separate species, H9NSi3 in total.

```
! RIJCOSX wB97M-V def2-TZVPD def2/J DEFGRID3
* xyz 0 1
Si -1.691 -1.150 -0.271
Si -0.148 0.108 -1.400
Si 2.060 1.652 0.214
N -1.188 -0.720 1.387
H -0.771 -2.560 -0.587
H -1.580 -1.278 2.199
H 0.574 -0.328 -2.618
H -0.898 1.303 -1.790
H -0.191 -0.734 1.417
H 2.010 3.135 -0.212
H 3.388 1.056 0.336
H 1.440 1.181 1.552
H -3.005 -1.665 -0.225
*
```

The molecular weight comes out at 107.34 g mol⁻¹. The value obtained for the HOMO energy is -8.48 eV. The max |F| is 5.30 eV/A. As for the LUMO energy: -0.97 eV. For the HOMO-LUMO gap, the calculation gives 7.51 eV. As for the relative energy (zero: lowest compared OMol25 entry of this formula, charge and spin): 2.380 eV.

Atomic partial charges in e from the natural (NBO) method, atoms 1 to 2:
1 Si 0.84
2 Si 0.25

***

DFT (ωB97M-V/def2-TZVPD) results for a structure of composition C32H20BrF12N3O7Pd.

```
! RIJCOSX wB97M-V def2-TZVPD def2/J DEFGRID3
* xyz 0 5
Pd -0.468 -0.164 -0.032
Br -0.998 -0.657 -2.710
F 0.501 4.487 0.604
F -2.770 1.380 -0.720
F 5.055 -1.027 -0.130
F 3.680 -1.750 -1.595
F 3.578 -2.488 0.410
F 3.056 0.832 -2.052
F 2.298 2.021 -0.426
F -3.576 3.300 -0.202
F -2.417 3.091 -1.985
F -1.474 5.236 0.237
F -0.266 4.569 -1.402
F 4.347 1.416 -0.429
O -2.047 -5.771 -2.550
O -1.442 -0.886 1.804
O -8.099 -0.454 4.451
O 1.554 -0.806 -0.433
O -6.728 0.477 5.821
O -2.777 -1.020 0.065
O -0.319 1.986 -0.567
N -0.619 -2.414 -0.659
N 0.549 1.088 1.521
N -6.989 -0.113 4.793
C 5.005 -0.388 4.525
C 2.705 -0.303 0.039
C -1.690 2.079 4.249
C 2.760 0.078 1.520
C 2.102 1.649 3.254
C -6.134 -0.850 2.616
C 3.799 -0.312 2.335
C -3.595 3.728 4.361
C 1.756 0.945 2.062
C -5.885 -0.419 3.914
C -1.065 -4.746 -0.601
C -1.569 -4.703 -1.904
C -1.341 2.617 1.539
C -2.308 3.278 2.275
C 3.147 1.242 4.038
C 3.101 1.004 -0.734
C -5.070 -1.073 1.762
C -0.468 1.714 2.182
C -0.695 1.445 3.547
C -2.505 3.020 3.630
C -3.768 -0.889 2.221
C -2.492 2.704 -0.717
C -3.533 -0.518 3.542
C -0.586 4.298 -0.147
C -1.139 2.856 0.037
C -0.613 -3.575 -0.021
C 3.958 0.181 3.634
C -4.589 -0.263 4.390
C -1.576 -3.475 -2.573
C 3.775 -1.381 -0.323
C -1.078 -2.382 -1.900
C -2.597 -0.958 1.288
H -2.513 -0.412 3.873
H -1.021 -5.673 -0.049
H -0.085 0.682 4.005
H -3.669 4.762 4.030
H -1.956 -3.393 -3.576
H -4.553 3.246 4.155
H 3.336 1.739 4.977
H -3.431 3.700 5.435
H 4.984 -1.475 4.483
H 4.859 -0.066 5.552
H -1.989 -6.574 -2.015
H -4.431 0.060 5.407
H 5.995 -0.069 4.200
H 1.490 2.488 3.543
H -7.157 -0.980 2.294
H -5.231 -1.373 0.738
H -1.830 1.839 5.293
H 4.535 -1.022 2.003
H -2.933 4.028 1.817
H -0.231 -3.557 0.990
*
```

The molecular weight comes out at 972.83 g mol⁻¹. The value obtained for the HOMO energy (spin up / spin down) is -8.31 / -9.21 eV. The max |F| is 1.83 eV/A. As for the LUMO energy (spin up / spin down): -0.75 / -2.30 eV. For the HOMO-LUMO gap (spin up / spin down), the calculation gives 7.56 / 6.90 eV. As for the relative energy (zero: lowest compared OMol25 entry of this formula, charge and spin): 1.033 eV.

Atomic partial charges in e from the Mulliken method, atoms 1 to 2:
1 Pd 0.58
2 Br -0.16

***

DFT (ωB97M-V/def2-TZVPD) results for a structure of composition C21H34IrN3OP2S2.

```
! RIJCOSX wB97M-V def2-TZVPD def2/J DEFGRID3
* xyz 0 5
Ir -0.070 -0.438 0.113
S 4.255 -0.735 1.568
S -0.372 -3.529 -0.430
P -1.478 1.614 -0.047
P 1.040 1.550 0.776
O -0.918 -2.132 -0.419
N 1.747 -0.495 1.062
N 3.056 -0.953 -0.808
N -1.879 -0.381 -0.832
C -1.934 -0.319 -2.255
C 2.483 0.009 5.151
C 0.321 3.217 1.129
C -0.301 -4.073 -2.154
C -3.224 -0.220 -4.293
C -2.043 -0.198 -5.037
C 0.868 -0.053 3.349
C 1.169 0.106 4.705
C 2.908 -0.735 0.509
C 3.527 -0.250 4.257
C -2.743 1.910 -1.342
C 1.901 -0.316 2.427
C 3.212 -0.410 2.897
C -1.714 -4.641 0.056
C -0.808 -0.237 -4.389
C -2.577 1.455 1.418
C -0.860 3.343 0.181
C -3.171 -0.281 -2.900
C -0.752 -0.298 -2.995
C 2.281 1.460 2.124
C 2.151 1.956 -0.631
H -3.271 2.297 1.494
H -0.524 3.730 -0.788
H 2.273 -0.674 -1.388
H -4.185 -0.190 -4.799
H 1.032 4.038 1.001
H -4.092 -0.298 -2.324
H -3.420 2.724 -1.067
H 0.211 -0.328 -2.493
H -1.993 1.411 2.341
H 3.965 -0.784 -1.220
H 2.908 2.355 2.158
H -1.270 -3.921 -2.633
H -1.618 4.032 0.568
H 2.795 2.810 -0.402
H -3.165 0.535 1.349
H 2.792 1.100 -0.864
H -0.029 3.239 2.168
H -2.263 2.171 -2.289
H 4.552 -0.326 4.606
H 1.782 1.357 3.092
H -0.156 0.021 2.996
H -1.388 -5.678 -0.059
H -1.960 -4.454 1.104
H 2.704 0.135 6.209
H -2.596 -4.454 -0.562
H 0.457 -3.482 -2.674
H 1.573 2.197 -1.527
H -0.024 -5.129 -2.192
H -2.085 -0.151 -6.122
H -3.341 1.008 -1.503
H 0.848 -1.895 0.199
H 0.368 0.307 5.413
H 0.112 -0.220 -4.968
H 2.931 0.592 1.986
*
```

The molecular weight comes out at 662.82 g mol⁻¹. The value obtained for the HOMO energy (spin up / spin down) is -3.64 / -6.45 eV. The max |F| is 7.94 eV/A. As for the LUMO energy (spin up / spin down): 0.37 / -1.29 eV. For the HOMO-LUMO gap (spin up / spin down), the calculation gives 4.01 / 5.16 eV.

Atomic partial charges in e from the natural (NBO) method, atoms 1 to 2:
1 Ir 0.16
2 S 0.34

***

DFT (ωB97M-V/def2-TZVPD) results for a cluster of 2 separate species, C6H13N2O in total.

```
! RIJCOSX wB97M-V def2-TZVPD def2/J DEFGRID3
* xyz 1 1
O -0.345 -1.761 4.346
N -0.239 0.198 0.542
N 0.669 0.289 -0.294
C -1.717 0.061 0.656
C 0.559 0.205 3.150
C 0.523 0.416 -1.712
C 1.698 -0.508 -2.179
C 0.247 -0.909 3.816
C -0.757 0.238 -2.432
H -2.005 1.017 1.283
H 1.048 1.444 -1.659
H 0.152 1.161 3.706
H 1.313 -1.530 -2.039
H -1.924 -0.948 1.282
H -2.201 0.160 -0.285
H 1.840 -0.521 -3.323
H 2.703 -0.168 -1.645
H 1.486 0.338 2.820
H 0.162 0.240 1.627
H -0.435 0.334 -3.414
H -1.204 -0.661 -2.132
H -1.571 0.905 -2.112
*
```

The molecular weight comes out at 129.18 g mol⁻¹. The value obtained for the HOMO energy is -13.71 eV. The max |F| is 4.72 eV/A. As for the LUMO energy: -4.20 eV. For the HOMO-LUMO gap, the calculation gives 9.51 eV. As for the relative energy (zero: lowest compared OMol25 entry of this formula, charge and spin): 5.531 eV.

Atomic partial charges in e from the natural (NBO) method, atoms 1 to 2:
1 O -0.36
2 N -0.18

***

DFT (ωB97M-V/def2-TZVPD) results for a cluster of 2 separate species, C4H10N2O in total.

```
! RIJCOSX wB97M-V def2-TZVPD def2/J DEFGRID3
* xyz 0 1
O 1.485 1.116 -0.652
N -1.409 1.381 1.512
N -0.446 0.648 1.726
C 0.084 -0.827 -0.226
C 1.164 -1.668 0.473
C 0.305 0.427 -0.671
C -0.730 1.254 -1.371
H -2.365 1.035 1.767
H 2.062 -1.572 -0.295
H 0.953 -2.705 0.570
H 1.322 -1.121 1.406
H -0.623 -0.304 2.291
H -0.521 1.435 -2.322
H -1.696 0.808 -1.191
H -0.800 2.286 -0.975
H 2.273 0.542 -0.550
H -0.893 -1.214 -0.260
*
```

The molecular weight comes out at 102.14 g mol⁻¹. The value obtained for the HOMO energy is -8.09 eV. The SMILES is [H]/N=N\[H].C/C=C(/C)O. The max |F| is 4.90 eV/A. As for the LUMO energy: 0.86 eV. For the HOMO-LUMO gap, the calculation gives 8.94 eV. As for the relative energy (zero: lowest compared OMol25 entry of this formula, charge and spin): 4.736 eV.

Atomic partial charges in e from the natural (NBO) method, atoms 1 to 2:
1 O -0.69
2 N -0.33

***

DFT (ωB97M-V/def2-TZVPD) results for the ion C27H35O with charge +1.

```
! RIJCOSX wB97M-V def2-TZVPD def2/J DEFGRID3
* xyz 1 1
O -0.336 2.817 -1.234
C 2.491 0.094 -2.613
C 1.057 -1.757 -1.648
C -0.678 5.091 -2.049
C 1.109 0.546 -0.504
C -2.141 2.604 0.172
C -1.161 1.800 -0.608
C 0.082 -2.453 -2.395
C -0.335 0.699 0.014
C -2.061 3.910 -0.264
C -0.026 -3.837 -2.294
C -2.063 0.395 3.363
C -1.719 1.469 5.598
C 0.837 -4.578 -1.486
C -0.507 0.732 1.525
C -2.624 -0.655 1.172
C -0.043 1.643 3.716
C 1.930 -2.502 -0.822
C 1.670 2.032 1.971
C 0.762 -6.072 -1.417
C -1.257 1.169 4.206
C 0.354 1.442 2.390
C 1.212 -0.243 -1.826
C 1.798 -3.888 -0.745
C 3.036 -1.910 0.015
C -1.696 0.163 2.042
C -1.001 3.987 -1.160
C -0.849 -1.736 -3.339
H -1.173 4.942 -3.022
H -0.071 -6.438 -2.024
H -0.862 -0.199 -0.328
H 2.027 2.717 2.749
H -0.311 -1.209 -4.139
H -1.097 5.999 -1.600
H 0.621 -6.416 -0.385
H 0.399 5.212 -2.207
H -1.729 1.339 -1.447
H 0.381 0.117 -2.448
H 3.897 -2.596 0.015
H -2.112 -1.523 0.729
H 1.686 0.009 0.262
H -1.939 0.546 6.145
H -1.509 -2.471 -3.814
H 2.456 -0.413 -3.590
H -3.016 0.003 3.724
H -3.071 -0.073 0.352
H 1.579 1.527 -0.651
H -3.455 -1.027 1.781
H -1.494 -1.010 -2.823
H -2.882 2.201 0.860
H 3.400 -0.941 -0.336
H 2.443 1.257 1.853
H -0.793 -4.350 -2.881
H 3.395 -0.242 -2.088
H -2.687 4.759 -0.010
H 2.566 1.177 -2.794
H -0.951 2.024 6.145
H 2.733 -1.808 1.071
H -2.640 2.066 5.593
H 0.605 2.232 4.372
H 2.486 -4.446 -0.102
H 1.685 -6.536 -1.787
H 1.596 2.610 1.043
*
```

The molecular weight comes out at 375.58 g mol⁻¹. The value obtained for the HOMO energy is -10.72 eV. The max |F| is 2.77 eV/A. As for the LUMO energy: -5.20 eV. For the HOMO-LUMO gap, the calculation gives 5.52 eV.

Atomic partial charges in e from the natural (NBO) method, atoms 1 to 2:
1 O -0.39
2 C -0.60